Below is a molecular structure, C30H36ClO5Sn at a distorted geometry, with properties calculated with ωB97M-V with the def2-TZVPD basis set.

ORCA input file:
```
! RIJCOSX wB97M-V def2-TZVPD def2/J DEFGRID3
* xyz -1 1
C 2.299 0.164 -0.764
C -0.857 2.895 -6.989
H 2.191 6.918 -5.819
H -1.436 -0.420 2.741
H -0.589 -2.586 -0.957
C -0.941 -2.355 0.043
H -3.172 6.838 -6.869
H 2.047 2.356 -5.900
H 0.085 1.809 2.546
C 1.754 -1.528 0.743
H 0.394 1.662 -3.456
Sn 0.090 0.361 -0.343
C -0.646 1.464 1.812
C -2.234 7.053 -7.395
H -0.563 3.071 0.209
C -0.831 -0.650 -6.776
H 0.125 -1.007 -7.171
H 1.474 -2.497 1.154
C -2.005 1.337 -0.098
C 1.034 2.294 -5.458
H 2.558 0.687 -1.681
C 2.256 0.727 0.584
C -2.126 -5.234 2.726
C -1.925 0.852 -5.080
C -1.348 -4.166 3.139
H 1.778 -0.238 2.577
Cl -2.783 -4.432 -1.188
H -1.840 2.865 -6.480
C -0.105 4.153 -6.488
H 1.183 7.169 -7.286
H -3.218 -6.196 1.041
H 1.352 4.407 -4.828
H -1.682 7.839 -6.868
C 0.993 1.281 -4.307
H -0.988 2.973 -8.082
H -0.473 -1.579 0.618
O 0.334 0.095 -4.772
C 2.087 6.688 -6.884
H -1.464 -0.331 -7.614
H 0.621 1.381 -7.415
O -1.387 5.900 -7.490
H -2.740 1.017 -5.792
O 0.901 4.255 -8.681
H -2.418 7.343 -8.430
C -2.261 0.191 0.738
O -1.645 5.586 -5.290
C 1.887 -0.329 1.491
H -2.199 0.002 -4.442
H 1.875 -1.949 -1.477
C -1.004 2.155 0.591
H -1.817 1.729 -4.428
H 2.483 1.758 0.844
H -2.389 -5.995 3.417
C 0.039 1.727 -6.537
C -2.285 -4.404 0.475
H -0.382 -2.329 2.511
C -1.128 5.290 -6.322
C 1.912 -1.236 -0.648
H -0.974 -4.064 4.137
C -0.617 0.504 -5.802
C -1.439 0.280 1.902
H 2.971 7.037 -7.430
H 2.007 1.024 -3.954
C 0.545 3.718 -5.145
H -0.255 3.700 -4.381
C -1.447 -3.284 0.894
C 0.993 4.532 -7.516
H -1.334 -1.469 -6.256
O 2.035 5.226 -6.980
C -2.606 -5.373 1.408
H -3.016 -0.574 0.535
H -2.498 1.589 -1.038
C -1.027 -3.172 2.262
*
```

LUMO energy: 1.79 eV
HOMO energy: -1.833 eV

---

Below is a molecular structure, C17H22Cl5FeN3O6, with properties calculated with ωB97M-V with the def2-TZVPD basis set.

ORCA input file:
```
! RIJCOSX wB97M-V def2-TZVPD def2/J DEFGRID3
* xyz 1 6
N -2.292 1.068 -0.510
H 2.328 -2.405 0.881
H 1.547 -4.336 -0.212
H -3.942 0.495 -1.712
N 2.320 1.710 -2.603
C 0.479 -4.497 -0.310
C 1.923 1.230 -1.433
H 2.364 3.727 -3.194
O -0.474 -1.315 1.063
Cl 2.095 3.238 4.881
O 1.859 -0.520 0.185
O 1.045 1.782 -0.748
C 0.164 2.139 3.391
H 0.802 3.140 -2.590
H -2.797 -0.907 -3.279
H -3.192 -0.791 -0.781
C -1.182 1.693 3.107
H 4.155 0.668 -2.777
C -1.828 2.394 5.365
C -1.699 -3.669 0.520
C 1.655 -1.924 0.163
H 2.632 -0.767 -1.723
H -2.222 1.970 -0.972
H -1.843 -4.146 1.491
C 3.363 1.073 -3.403
C 1.673 2.884 -3.180
O -0.781 -2.277 -2.597
H 2.951 0.280 -4.030
H -2.062 -4.327 -0.266
H 1.368 2.656 -4.201
H -2.849 1.211 0.324
Cl 1.266 1.936 2.112
C 0.213 -2.212 0.538
Cl -2.992 2.561 6.601
H -1.846 0.582 -3.148
H 0.222 -4.605 -1.365
C 2.593 -0.032 -0.921
O -1.487 1.200 2.005
C -2.173 1.848 4.155
O -0.119 -0.476 -1.465
C -2.981 0.089 -1.391
Fe -0.299 0.578 0.309
H 0.236 -5.420 0.215
H 3.810 1.828 -4.046
H -2.254 -2.738 0.493
Cl -0.081 3.503 7.081
C -2.170 -0.317 -2.614
H 3.618 0.200 -0.613
H 1.852 -2.323 -0.829
Cl -3.747 1.323 3.808
C -0.496 2.825 5.594
N -0.287 -3.405 0.274
C 0.501 2.698 4.588
C -0.940 -1.118 -2.231
*
```

Relative energy (zero: lowest compared OMol25 entry of this formula, charge and spin): 23.7 kcal/mol
LUMO energy (alpha / beta): -2.24 / -5.66 eV
⟨S²⟩: 8.80
HOMO energy (alpha / beta): -11.476 / -10.659 eV

---

Below is a molecular structure, C19H22BrInNO5, with properties calculated with ωB97M-V with the def2-TZVPD basis set.

ORCA input file:
```
! RIJCOSX wB97M-V def2-TZVPD def2/J DEFGRID3
* xyz -1 1
H -2.028 3.355 -1.332
H 3.722 -0.875 -1.706
H -1.396 4.698 -5.362
H -1.053 2.320 -5.990
C -0.564 -1.713 -3.357
O 0.655 -1.528 6.786
H -1.373 -4.344 4.084
H 0.715 3.288 2.227
C -1.461 3.919 -4.613
O -0.615 0.191 6.071
H -3.229 -0.024 -0.585
O -1.061 -1.660 -2.147
H 0.517 -0.380 -5.432
C 3.403 -0.076 -3.674
C 0.400 2.243 2.254
C 3.022 -0.758 -2.524
H -0.085 -3.339 7.433
H 2.787 0.597 -5.621
N -1.320 1.573 -4.092
H -0.142 2.094 3.187
Br 0.125 -0.865 1.468
C 2.501 0.066 -4.721
C 0.838 -1.143 -3.468
C -0.313 -0.954 6.020
H 1.540 -3.397 6.700
H 4.394 0.354 -3.760
H -1.917 5.231 -2.966
C -1.800 3.159 -2.374
H -1.825 -4.254 5.787
C -0.476 1.914 1.024
O -1.101 -2.191 -4.343
C -0.101 -3.087 5.275
H -0.375 2.738 0.314
C 0.553 -2.946 6.636
H 0.646 -3.032 4.479
C -0.980 -4.298 5.099
C 1.228 -0.473 -4.624
C -1.267 2.587 -4.958
O -0.877 -1.881 5.217
C -1.744 4.208 -3.280
H 1.431 -1.783 -1.512
H 0.843 0.806 -0.259
C 1.740 -1.277 -2.417
C -0.110 0.654 0.249
In -1.647 0.191 -1.306
H 1.301 1.631 2.268
H -1.517 1.836 1.348
C -1.575 1.835 -2.794
H -0.410 -5.207 5.291
*
```

LUMO energy: 2.31 eV
HOMO energy: -5.073 eV

---

Below is a molecular structure, C58H150F6N8NiO26P at a distorted geometry, with properties calculated with ωB97M-V with the def2-TZVPD basis set.

ORCA input file:
```
! RIJCOSX wB97M-V def2-TZVPD def2/J DEFGRID3
* xyz 1 3
C -0.776 5.298 -1.531
H 7.909 1.715 -5.084
C 5.021 1.236 1.693
H -1.774 3.874 2.202
O -7.379 -1.421 1.188
F 1.012 -0.144 2.757
H 0.001 2.860 -0.290
H -7.126 -3.421 0.871
H 3.850 -0.373 -6.121
H -8.083 -2.736 -0.436
O -4.050 0.857 -8.626
C -4.035 -1.231 4.917
C 6.299 -3.150 0.011
H -2.098 -0.763 9.483
C 0.344 -3.316 4.282
H 1.516 -0.300 6.723
C 3.354 4.828 2.008
H -8.224 -0.748 -1.451
H 6.567 -1.572 -4.949
C -5.146 -2.681 -1.774
H -2.745 -0.117 3.877
H 0.870 5.181 2.563
H -7.963 0.578 1.322
H 1.832 -3.901 5.905
C 1.592 4.264 6.158
C 6.794 4.782 -1.867
C 1.280 -3.015 5.438
C -5.087 1.461 -2.734
H -7.217 -6.581 -2.021
H 0.396 -5.871 -2.039
F 0.192 -1.657 1.249
F 2.169 0.886 1.084
H 4.987 0.724 -3.378
C -4.983 0.352 -7.662
C -0.535 -6.321 -2.510
C -4.411 -0.882 -6.959
C -2.756 -4.908 1.922
H -2.631 -4.377 -1.095
H 4.382 1.743 -4.631
H -1.879 7.973 2.001
C -3.036 2.168 -1.810
H -3.474 1.976 2.998
H -3.462 -0.868 8.253
H 5.440 8.276 -0.855
O 6.770 -3.850 -3.756
H 4.143 4.284 1.556
H 6.757 -2.102 0.216
C 7.020 1.736 -4.486
C -2.940 -2.630 1.160
H -7.129 1.192 -2.949
H 3.689 5.591 2.738
H -2.236 7.191 -0.099
N -0.357 6.184 -0.410
O 2.707 5.674 1.054
H 4.910 0.138 1.332
H 2.219 -3.442 -0.046
H 0.039 -7.742 -3.814
C 4.922 1.749 -0.702
H 0.949 2.191 -1.688
H -5.260 1.101 -6.910
H -2.548 2.023 -2.780
H -2.458 -3.609 6.070
H -0.309 3.347 3.805
H 4.625 -2.470 1.694
H 0.718 4.473 6.817
O -2.821 -0.414 4.831
H 2.582 4.540 6.652
H 7.774 -5.355 -4.624
H 4.442 1.364 2.584
H 3.734 -2.381 -4.696
H 0.329 5.713 0.155
H 1.607 -4.822 1.791
H -2.815 -1.813 1.972
H 2.455 5.196 0.272
O -2.642 -2.695 5.959
O 0.333 -2.637 6.429
C -0.282 -0.677 -2.836
C -3.679 -2.688 4.900
H -4.626 -3.914 -0.228
H 0.057 0.918 4.565
H -3.467 -1.226 -0.409
H -4.459 -3.383 5.184
C 2.124 -4.332 -0.692
H -0.314 -4.128 4.517
H 1.102 2.085 7.517
C 5.481 7.574 0.068
H -2.672 0.003 -6.317
H 1.941 -2.145 5.255
H 6.825 4.557 -2.922
O 2.307 -5.486 0.017
H 4.111 1.039 -1.041
C -7.879 -2.647 0.650
O -1.183 2.894 3.860
H 0.432 -5.744 0.794
H -4.734 -1.712 0.682
H 7.713 -5.406 -2.914
H 5.836 1.036 -0.820
H 7.176 1.415 -3.430
O -1.740 -4.848 -1.148
H 0.400 4.021 -2.935
C 1.018 2.814 -0.784
C -3.015 -1.593 -5.110
H -2.290 1.976 -1.077
H -2.435 -2.336 -3.211
H 5.975 6.821 -2.322
C 5.090 3.015 -1.490
H 1.153 -4.256 -1.180
H -0.369 -1.635 -2.166
H -9.263 -0.560 0.673
H -6.308 -0.312 -2.952
H 2.944 -3.211 -2.354
H -5.910 0.181 -8.227
C 4.016 -0.392 -4.977
O 1.146 4.404 3.097
C 1.448 -5.619 1.071
H -4.001 -1.561 -7.722
C -2.419 -1.355 -3.735
C 4.882 0.777 -4.427
H 6.157 -5.789 -3.911
H 1.082 5.562 -2.577
O 6.016 -3.824 1.181
C 1.731 1.907 6.698
H 6.347 -4.239 -5.770
H -4.912 -4.196 -3.190
H 0.393 8.462 3.516
H -0.568 0.222 -2.268
H 1.393 7.890 2.300
O -4.165 1.266 -1.687
N -4.192 -3.203 -0.792
H -3.497 2.574 -9.441
H -2.345 1.381 8.022
O -0.268 6.765 2.521
H -0.111 -1.696 3.233
H 0.962 -3.628 3.440
C -3.852 -2.095 0.140
O 1.435 4.172 -1.190
N 4.589 -4.219 -1.459
C -7.971 0.117 -0.777
C -6.351 -6.040 -2.364
H -5.232 -1.414 -6.455
C -1.553 6.537 0.474
C 7.092 -5.189 -3.774
H -0.813 -7.234 -1.853
H 4.888 -4.102 -4.635
C -1.042 1.462 6.274
C 5.820 5.952 -1.645
H -5.032 1.899 -10.031
H -1.977 -3.008 0.720
H 0.748 -0.561 -3.263
H -2.501 -5.798 -2.930
Ni -1.160 -1.341 5.640
C 0.532 4.749 -2.144
H -3.834 -2.325 -5.022
H -3.367 3.165 -1.602
F 1.514 -0.796 -0.378
C -2.645 1.877 2.280
H 4.270 -2.357 -0.329
H 6.586 2.759 -4.556
H -2.218 -2.170 -5.656
O -0.545 -2.196 3.951
N -3.461 -0.464 -5.884
C 5.077 -2.956 -0.872
H -5.474 -6.471 -1.921
O -3.616 -3.777 1.745
F 2.538 -1.365 1.642
O -0.321 -6.838 -3.831
N -0.055 0.529 5.532
H 2.892 -4.920 -2.557
H -0.492 1.051 8.321
H 1.323 7.027 3.831
C 5.932 -3.662 -4.930
C 3.166 -4.136 -1.807
H 5.376 -2.321 -1.670
C -6.317 0.703 -2.430
H -5.355 2.529 -2.801
O -6.514 -4.723 -1.880
H -8.856 -2.885 1.115
H 2.819 1.846 7.057
H -2.222 -4.777 2.901
H 4.886 2.912 -2.548
H -3.070 2.009 1.278
O 6.123 6.353 -0.252
H -2.202 -2.196 8.350
C 0.795 7.587 3.094
C -8.234 -0.282 0.649
C 2.342 3.861 2.553
H 6.938 -3.735 -0.629
C 5.389 -3.043 2.162
H 7.825 5.045 -1.569
H 5.559 -2.067 -6.340
H 1.956 0.360 5.223
H -3.260 -2.900 3.949
C -1.606 -5.345 -2.450
C -4.422 2.088 -9.135
H -6.421 -3.283 -3.350
H -5.919 0.115 -0.487
H -6.435 -6.103 -3.483
C -5.764 -3.762 -2.635
H -1.425 -4.479 -3.126
H -4.513 -0.909 5.866
H 1.786 2.418 -0.121
H -1.936 1.611 5.686
H 6.109 -2.423 2.691
C -2.397 -1.123 8.483
H -3.430 -5.731 1.882
C 5.710 -2.211 -5.260
H 6.045 1.422 2.083
P 1.298 -0.401 1.152
H -4.724 -0.986 4.108
H -2.026 -4.956 1.097
H 4.953 -3.745 2.850
H -4.643 -1.932 -2.386
H -1.468 0.369 1.790
H 4.294 3.710 -1.090
N -6.605 0.663 -0.996
O 1.667 2.918 5.723
H -4.757 1.095 -3.711
H -2.083 5.625 0.815
H -0.641 2.543 1.964
O -1.499 -0.515 7.524
H -0.370 8.172 0.967
C 1.333 0.578 6.035
O -2.108 0.594 2.476
H 2.108 3.192 1.645
O -1.115 -0.691 -3.982
H -1.208 5.892 -2.298
H 2.842 3.211 3.258
H 3.035 -0.297 -4.522
H -1.560 4.504 -1.346
N 4.488 -1.712 -4.543
H 1.554 4.893 5.243
H -8.664 0.977 -0.960
H -5.053 2.719 -8.468
H 4.751 5.617 -1.670
H 5.989 8.047 0.908
C -1.041 7.472 1.507
H 6.520 3.700 -0.136
O 4.674 2.152 0.659
H 4.400 7.431 0.270
O 6.169 0.772 -5.052
H -0.654 2.398 6.339
C -1.539 2.873 2.481
C -1.366 0.919 7.701
H 1.812 -6.534 1.612
H -5.950 -2.176 -1.321
H 0.753 -2.282 7.225
F -0.066 0.504 0.793
H 4.565 -4.940 -0.700
H -3.092 -0.631 -3.235
N 6.473 3.614 -1.175
*
```

LUMO energy (alpha / beta): -2.50 / -2.52 eV
⟨S²⟩: 2.00
HOMO energy (alpha / beta): -9.589 / -9.589 eV

---

Below is a molecular structure, C12H35BF3NO7Pt at a distorted geometry, with properties calculated with ωB97M-V with the def2-TZVPD basis set.

ORCA input file:
```
! RIJCOSX wB97M-V def2-TZVPD def2/J DEFGRID3
* xyz 0 3
F 1.336 -3.273 0.048
H 0.084 -1.765 5.676
O -2.847 -0.275 1.507
O -2.785 -0.055 -2.787
H -1.392 -3.379 3.587
C 1.159 -3.014 1.371
F 0.996 -4.219 1.951
C -0.539 0.626 -3.023
H 2.240 4.201 -0.376
C -1.714 -0.055 -3.700
H -4.230 -0.289 -4.220
H -1.464 -1.095 -3.972
O -0.009 -0.944 0.906
C 0.579 0.933 -3.990
H 0.654 3.292 -1.463
H -1.021 1.524 -2.619
O -1.109 1.744 0.472
H -1.990 0.434 -4.645
H 3.354 2.877 -0.783
H 0.324 -3.481 4.055
O 1.340 2.624 -1.352
B 2.114 1.935 1.775
C -0.046 -2.090 1.594
H 1.976 2.143 2.921
H 3.724 0.661 -1.354
C -0.511 -2.798 3.897
N -0.051 -0.170 -1.875
C -1.469 1.671 1.858
H -0.677 1.079 2.318
H 3.678 -1.576 -0.162
C -2.827 1.049 2.056
F 2.305 -2.482 1.818
Pt 0.984 0.805 -0.034
H -0.956 -2.641 1.282
H -1.914 -0.526 1.358
H 1.482 1.262 -3.484
H 0.807 0.096 -4.658
H -1.798 2.223 -0.003
H 3.125 2.430 1.431
C -0.839 -2.139 5.224
H -0.849 -0.653 -1.455
H -1.535 -1.307 5.101
H -3.597 -1.799 -3.522
H 4.058 -1.390 -1.893
H -4.703 -0.789 -2.562
H 2.384 -1.743 -1.386
H 1.208 2.412 1.217
H 2.187 0.786 1.570
H -1.413 2.644 2.363
H -3.603 1.593 1.503
H 0.245 1.707 -4.687
H 2.775 3.973 -2.058
C -3.902 -0.772 -3.293
H -1.283 -2.773 5.995
C 3.304 -1.228 -1.123
H 0.481 -0.935 -2.294
O -0.222 -1.787 2.968
O 2.952 0.178 -1.043
H -3.074 1.081 3.122
C 2.514 3.462 -1.127
*
```

Relative energy (zero: lowest compared OMol25 entry of this formula, charge and spin): 0.0 kcal/mol
LUMO energy (alpha / beta): -0.05 / -0.12 eV
⟨S²⟩: 2.00
HOMO energy (alpha / beta): -7.545 / -8.195 eV

---

Below is 2 unconnected molecules or ions with the total composition CH2N2P2 at a distorted geometry, with properties calculated with ωB97M-V with the def2-TZVPD basis set.

ORCA input file:
```
! RIJCOSX wB97M-V def2-TZVPD def2/J DEFGRID3
* xyz 0 1
N 0.788 -1.606 0.291
H 1.609 -1.385 -1.787
N -0.848 2.741 1.200
P 0.230 -2.788 1.042
C -1.306 1.996 0.441
H -1.622 1.489 -0.454
P 1.149 -0.447 -0.732
*
```

Relative energy (zero: lowest compared OMol25 entry of this formula, charge and spin): 65.7 kcal/mol
LUMO energy (alpha / beta): -1.01 / -1.05 eV
HOMO energy (alpha / beta): -7.569 / -7.573 eV

---

| no. | energy (hartree) |
| --- | --- |
| 1 | -2215.26385 |
| 2 | -4841.23984 |
| 3 | -3932.37783 |
| 4 | -7142.53992 |
| 5 | -1503.19613 |
| 6 | -831.42062 |